Entry a
Below is an isolated molecule of C3H3NO2, with properties calculated with ωB97M-V with the def2-TZVPD basis set.

Computed properties:
spin multiplicity	1
LUMO	0.48	eV
orbital gap	9.18	eV
HOMO level	-8.70	eV

Structure (XYZ):
```
9
C3H3NO2 | the OMol25 dataset | ωB97M-V with the def2-TZVPD basis set
O -1.95 -0.61 0.48
O -0.08 0.53 1.11
N 1.29 0.39 -0.63
C 0.19 -0.31 -0.83
C -0.56 -0.23 0.33
C 1.15 1.05 0.43
H 0.05 -0.99 -1.75
H 1.90 1.66 1.06
H -1.99 -1.50 -0.20
```

Atomic partial charges in e from the Mulliken method, atoms 1 to 6:
1 O -0.509
2 O -0.258
3 N -0.417
4 C -0.236
5 C 0.606
6 C -0.118


Entry b
Below is an isolated molecule of C3H3NO2, with properties calculated with ωB97M-V with the def2-TZVPD basis set.

Computed properties:
spin multiplicity	1
LUMO	-0.38	eV
orbital gap	11.31	eV
HOMO level	-11.69	eV

Structure (XYZ):
```
9
C3H3NO2 | the OMol25 dataset | ωB97M-V with the def2-TZVPD basis set
O -2.01 -0.03 -0.61
O 0.20 0.46 -0.72
N -1.01 1.58 2.23
C -1.01 0.44 -0.14
C -1.02 1.10 1.18
C 1.05 -0.68 -0.51
H 1.51 -0.91 -1.48
H 1.82 -0.42 0.22
H 0.47 -1.54 -0.17
```

Atomic partial charges in e from the Mulliken method, atoms 1 to 6:
1 O -0.414
2 O -0.321
3 N -0.302
4 C 0.573
5 C 0.252
6 C -0.611


Calculated relative energies: entry a 126.1; entry b 0.0, given in kJ/mol


Entry a
Below is an isolated molecule of C3H3NO2, with properties calculated with ωB97M-V with the def2-TZVPD basis set.

Computed properties:
spin multiplicity	1
LUMO	0.10	eV
orbital gap	11.11	eV
HOMO level	-11.01	eV

Structure (XYZ):
```
9
C3H3NO2 | the OMol25 dataset | ωB97M-V with the def2-TZVPD basis set
O -1.46 -0.45 -0.81
O -0.10 1.68 -0.17
N 1.58 -1.35 -0.77
C 1.31 -0.34 -0.26
C -0.75 -0.60 0.15
C 0.30 0.52 0.44
H -0.78 1.38 -0.80
H -0.66 -1.53 0.74
H 0.60 0.71 1.48
```

Atomic partial charges in e from the Mulliken method, atoms 1 to 6:
1 O -0.502
2 O -0.512
3 N -0.420
4 C 0.227
5 C 0.047
6 C 0.021


Entry b
Below is a cluster of 2 separate species, C3H3NO2 in total, with properties calculated with ωB97M-V with the def2-TZVPD basis set.

Computed properties:
spin multiplicity	1
LUMO	0.46	eV
orbital gap	11.41	eV
HOMO level	-10.95	eV

Structure (XYZ):
```
9
C3H3NO2 | the OMol25 dataset | ωB97M-V with the def2-TZVPD basis set
O 4.71 0.31 -0.09
O 2.44 0.45 0.07
N 1.54 -2.06 0.36
C 3.56 0.48 -0.07
C 0.91 -1.19 -0.08
C -0.17 -0.43 -0.47
H -0.82 -1.10 -0.94
H -0.37 0.16 0.40
H 0.05 0.20 -1.30
```

Atomic partial charges in e from the Mulliken method, atoms 1 to 6:
1 O -0.358
2 O -0.327
3 N -0.518
4 C 0.630
5 C 0.612
6 C -0.936


Calculated relative energies: entry a 119.0; entry b 0.0, given in kJ/mol